No. 1
{"formula": "H26O13", "method": "wB97M-V/def2-TZVPD", "multiplicity": 2, "s_squared": 0.7577, "relative_energy_ev": 1.0203, "total_charge": 1, "gap_ev": [10.82, 3.44], "species": ["O", "H", "H", "O", "H", "H", "O", "H", "H", "O", "H", "H", "O", "H", "H", "O", "H", "H", "O", "H", "H", "O", "H", "H", "O", "H", "H", "O", "H", "H", "O", "H", "H", "O", "H", "H", "O", "H", "H"], "positions_angstrom": [[1.9576, -1.5991, -3.2596], [1.0165, -1.5671, -3.0882], [2.1326, -2.5167, -3.4684], [0.2396, 3.3337, -0.5303], [-0.1128, 2.5471, -0.9465], [0.1212, 4.0240, -1.1828], [-0.2356, 1.8117, -3.2412], [-0.9790, 1.4034, -2.7974], [0.5061, 1.6610, -2.6552], [2.4455, 0.0383, 2.6832], [2.3783, 0.9930, 2.6672], [1.9282, -0.2513, 1.9317], [-0.1646, -3.0397, -1.6890], [-0.6297, -2.6058, -0.9738], [-0.4874, -3.9407, -1.6735], [-0.4519, -0.1601, 3.2938], [0.4562, -0.4531, 3.3693], [-0.3889, 0.7304, 2.9487], [-3.0933, 0.2334, 1.4493], [-3.4198, 0.6607, 2.2412], [-2.5932, -0.5170, 1.7703], [1.7222, -1.8676, 0.5122], [1.5266, -2.6462, -0.0092], [2.3803, -1.3960, 0.0015], [-1.6119, -2.3237, 0.4544], [-1.4286, -2.6373, 1.3400], [-2.4152, -2.7781, 0.2004], [-0.2103, 0.2944, -0.3871], [-0.8912, 0.1195, 0.2626], [0.2994, -0.5149, -0.4244], [2.4087, 1.6121, 0.0447], [2.0803, 2.5058, 0.1424], [2.4430, 1.4710, -0.9014], [-2.7178, 0.2979, -1.7481], [-2.8822, 0.3811, -0.8088], [-2.6591, -0.6456, -1.8988], [0.1939, 2.2794, 2.3731], [1.0685, 2.6207, 2.5599], [0.0679, 2.4411, 1.4381]], "forces_ev_per_angstrom": [[0.3, 0.5, 0.2], [-0.3, -0.2, -0.1], [0.0, -0.2, -0.1], [0.3, -0.2, 0.6], [-0.2, -0.2, -0.3], [-0.1, 0.4, -0.2], [0.1, 0.3, 0.0], [-0.5, -0.3, 0.0], [0.3, -0.2, -0.1], [-0.2, -0.3, 0.5], [0.2, 0.1, 0.0], [0.1, -0.2, -0.5], [0.5, 0.2, -0.5], [-0.2, -0.1, 0.5], [0.0, -0.3, -0.1], [-1.1, -1.2, -0.2], [0.9, -0.1, 0.3], [0.3, 1.3, -0.2], [0.3, 0.0, -0.7], [-0.2, 0.3, 0.2], [0.1, -0.3, 0.2], [-0.6, 0.7, 0.1], [-0.1, -0.5, -0.3], [0.6, 0.0, -0.2], [-0.2, 0.6, 0.1], [0.3, -0.2, 0.4], [-0.5, -0.2, -0.1], [-0.1, 1.2, -0.5], [-0.8, -0.1, 0.8], [0.9, -1.2, 0.1], [0.0, -0.8, 0.5], [-0.3, 0.7, -0.2], [0.2, 0.0, -0.5], [0.7, 0.3, -0.2], [-0.5, 0.2, 0.8], [-0.1, -0.5, -0.3], [-0.2, -0.2, 0.1], [0.1, 0.3, 0.3], [-0.2, 0.4, -0.5]], "lowdin_spin": [0.001, 0.000, 0.000, 0.003, -0.001, 0.000, 0.000, -0.001, 0.000, 0.021, 0.000, -0.001, 0.000, 0.000, 0.000, 0.255, 0.003, 0.001, -0.001, 0.000, -0.001, 0.004, 0.000, 0.000, 0.000, 0.000, 0.000, 0.402, -0.003, 0.001, 0.153, 0.000, 0.000, 0.172, -0.001, -0.001, -0.003, 0.000, -0.001]}


No. 2
{"formula": "H26O13Xe", "method": "wB97M-V/def2-TZVPD", "multiplicity": 1, "relative_energy_ev": 1.1151, "gap_ev": 9.99, "species": ["Xe", "O", "H", "H", "O", "H", "H", "O", "H", "H", "O", "H", "H", "O", "H", "H", "O", "H", "H", "O", "H", "H", "O", "H", "H", "O", "H", "H", "O", "H", "H", "O", "H", "H", "O", "H", "H", "O", "H", "H"], "positions_angstrom": [[-0.1989, -0.2497, 0.4206], [3.1675, -1.0506, -0.5905], [2.3565, -0.9864, -1.0949], [3.3011, -1.9907, -0.4696], [2.8205, 1.1882, 2.5344], [3.4323, 1.8435, 2.8698], [2.9262, 1.2256, 1.5838], [-1.4739, 0.8359, -3.1710], [-1.5303, 1.6049, -2.6038], [-1.2619, 1.1897, -4.0347], [-3.1218, -1.0477, 2.3298], [-2.7465, -0.8476, 3.1873], [-2.5251, -1.6936, 1.9516], [3.4824, -1.6537, 2.4584], [2.8384, -2.3553, 2.5550], [2.9583, -0.8600, 2.3510], [-1.8471, -2.6993, -1.8307], [-2.0166, -2.7756, -0.8918], [-1.8127, -3.6036, -2.1427], [-3.3683, 1.7186, 1.1741], [-3.2615, 0.7688, 1.2258], [-2.6498, 2.0106, 0.6131], [0.8646, -2.1115, -2.6050], [-0.0684, -2.3138, -2.5356], [0.8953, -1.2807, -3.0796], [1.3072, 0.7032, -2.7844], [0.3697, 0.6857, -2.9768], [1.4218, 1.4664, -2.2182], [1.2493, 2.8947, -1.2198], [2.0231, 2.6065, -0.7357], [1.5491, 3.6520, -1.7226], [0.1031, 1.6885, 3.5596], [-0.4517, 2.1576, 2.9365], [0.8899, 1.4674, 3.0613], [-1.7609, -3.3374, 1.5697], [-0.9395, -3.8273, 1.6065], [-2.4425, -4.0076, 1.6195], [-1.6527, 2.6390, -0.9896], [-2.0590, 3.4787, -1.2043], [-0.7670, 2.8664, -0.7066]], "forces_ev_per_angstrom": [[0.1, 0.0, 0.0], [0.2, 0.5, 0.3], [-0.4, -0.1, -0.5], [0.1, -0.2, 0.1], [-0.4, 0.0, -0.1], [0.2, 0.1, 0.3], [0.1, -0.2, -0.4], [0.2, -0.5, -0.4], [-0.2, 0.4, 0.7], [-0.2, 0.0, -0.4], [-0.5, 0.4, -0.1], [0.1, 0.2, 0.2], [0.3, -0.3, -0.1], [0.2, -0.4, 0.1], [-0.1, -0.2, 0.0], [0.0, 0.4, 0.0], [0.0, 0.1, -0.3], [0.0, 0.1, 0.5], [-0.1, -0.3, -0.1], [-0.2, 0.4, 0.2], [-0.1, -0.6, 0.3], [0.1, 0.1, -0.4], [0.5, -0.4, 0.0], [-0.5, 0.0, 0.3], [0.3, 0.3, 0.0], [0.9, -0.5, -0.5], [-0.7, 0.0, 0.1], [-0.1, 0.2, 0.0], [-0.2, 0.3, 0.3], [0.3, -0.1, 0.4], [0.1, 0.3, -0.2], [-0.3, 0.0, 0.3], [-0.3, 0.1, -0.1], [0.5, -0.1, -0.1], [0.0, 0.0, -0.3], [0.4, 0.0, 0.0], [-0.3, -0.2, 0.1], [-0.2, -0.1, -0.2], [-0.3, 0.3, 0.0], [0.7, 0.0, 0.1]], "mulliken_charge": [0.021, -0.591, 0.303, 0.294, -0.655, 0.273, 0.309, -0.696, 0.400, 0.326, -0.634, 0.346, 0.304, -0.590, 0.309, 0.315, -0.655, 0.321, 0.306, -0.637, 0.349, 0.323, -0.618, 0.376, 0.307, -0.662, 0.437, 0.310, -0.656, 0.306, 0.282, -0.620, 0.315, 0.339, -0.631, 0.282, 0.291, -0.711, 0.300, 0.313]}


No. 3
{"formula": "H26O29S4Zn3", "method": "wB97M-V/def2-TZVPD", "multiplicity": 2, "s_squared": 0.7625, "total_charge": -1, "gap_ev": [5.77, 4.65], "species": ["Zn", "Zn", "Zn", "S", "O", "O", "O", "O", "S", "O", "O", "O", "O", "S", "O", "O", "O", "O", "S", "O", "O", "O", "O", "O", "H", "H", "O", "H", "H", "O", "H", "H", "O", "H", "H", "O", "H", "H", "O", "H", "H", "O", "H", "H", "O", "H", "H", "O", "H", "H", "O", "H", "H", "O", "H", "H", "O", "H", "H", "O", "H", "H"], "positions_angstrom": [[1.3195, 2.7096, 0.0063], [2.3932, -1.0645, -1.7856], [-1.3385, -0.1015, 2.9075], [4.2042, 1.1702, -0.2628], [3.7883, 0.0106, -1.0852], [4.7597, 2.2174, -1.0551], [2.9567, 1.6641, 0.3148], [5.1067, 0.9326, 0.8536], [-0.2556, -0.1405, -0.1949], [0.0603, 1.2604, -0.1544], [-0.5687, -0.4545, 1.2382], [-1.3738, -0.4120, -1.0434], [0.9708, -0.7882, -0.6383], [1.8812, 1.8059, -3.1275], [0.7035, 2.2455, -3.8177], [1.9442, 0.3726, -3.0029], [3.0591, 2.2930, -3.8219], [1.8213, 2.5422, -1.8568], [0.7689, 2.4417, 3.2567], [1.9832, 2.0965, 4.0033], [0.0584, 3.5311, 3.8764], [1.1066, 2.7437, 1.8558], [-0.1171, 1.2997, 3.1728], [-3.6391, 0.5868, -1.5759], [-3.6183, 1.5232, -1.3782], [-2.7829, 0.2633, -1.2957], [-1.0458, -1.2645, -3.5777], [-1.0108, -0.7294, -2.7848], [-1.8249, -1.8092, -3.4655], [1.2187, -2.4557, -2.8718], [1.2979, -3.1572, -3.5183], [0.3725, -2.0501, -3.0604], [2.5504, -0.1722, 2.3655], [2.0805, 0.0327, 1.5572], [1.8613, -0.3099, 3.0154], [0.8789, -2.9965, 1.3463], [1.4998, -2.5895, 0.7421], [0.0801, -3.1076, 0.8309], [-1.6075, 2.4606, -2.6560], [-0.7742, 2.3447, -3.1125], [-1.8738, 1.5736, -2.4139], [-1.9171, -3.0326, -0.4516], [-2.7575, -2.9340, -0.0041], [-1.6856, -2.1452, -0.7258], [-0.2639, 3.9449, -0.3923], [-0.6577, 4.6279, 0.1505], [-0.9595, 3.6887, -0.9978], [2.9861, -2.6889, -0.6304], [3.6490, -2.5410, 0.0441], [2.6491, -3.5659, -0.4474], [0.1316, -1.3433, 3.6194], [0.3237, -1.9257, 2.8844], [0.6336, -1.7050, 4.3497], [-4.2229, -1.8171, 0.2027], [-5.1745, -1.8584, 0.1074], [-3.9367, -1.2320, -0.4987], [-2.5796, -1.7515, 2.8352], [-3.1192, -2.0860, 2.1189], [-2.6645, -2.4082, 3.5265], [-2.8333, 1.1777, 2.3093], [-3.7195, 0.9513, 2.0271], [-2.7772, 2.1254, 2.1868]], "forces_ev_per_angstrom": [[0.2, 0.3, -0.8], [0.3, 0.5, -1.6], [0.6, 1.1, 0.3], [-2.7, -0.6, 0.6], [2.5, -0.4, 0.9], [1.7, 1.3, -1.3], [0.6, -0.2, 1.0], [0.7, -0.8, -0.3], [2.6, 3.5, 4.1], [-1.8, 0.2, -0.9], [0.2, -2.2, -2.9], [-1.7, -1.5, -1.5], [-1.6, -1.9, 1.4], [2.3, 5.1, -2.0], [-2.6, -0.6, -1.6], [-0.7, -3.5, 0.3], [0.5, -0.7, -0.2], [0.3, 0.1, 2.1], [3.5, 2.1, 1.9], [-0.9, -0.1, -0.4], [-1.0, 1.1, 0.1], [0.2, 1.1, 0.0], [-2.4, -2.8, 0.4], [-1.4, -0.1, -0.1], [-0.1, 0.3, -0.1], [0.8, -0.1, 0.2], [0.3, -0.5, -0.7], [-0.1, 0.6, 0.5], [-0.3, -0.1, 0.0], [1.2, -1.0, 0.5], [0.3, 0.0, -0.2], [-1.2, 0.8, -0.5], [0.6, -1.1, -0.2], [-0.1, 0.4, -0.2], [-0.1, 0.5, 0.2], [0.1, -0.7, 0.8], [0.0, 0.7, 0.0], [-0.6, 0.0, -0.3], [-1.8, 0.5, 1.1], [1.7, 0.0, -0.8], [0.0, -0.1, -0.2], [0.6, -1.2, 0.1], [-0.3, 0.0, -0.1], [0.1, 0.6, -0.2], [-0.4, 1.1, 0.2], [0.3, 0.2, 0.5], [-0.1, -0.8, -1.0], [0.4, -0.5, 0.1], [0.5, 0.5, 0.3], [-0.3, -0.4, -0.3], [-0.2, -0.6, 1.0], [0.4, -0.6, -1.3], [0.0, 0.2, 0.5], [-0.3, -0.3, 0.8], [-0.3, 0.0, 0.0], [0.1, 0.7, -0.4], [-0.4, -0.3, 0.6], [-0.2, 0.3, -0.9], [0.2, -0.1, 0.4], [-0.8, -0.1, 0.0], [-0.3, -0.3, -0.1], [0.7, 0.5, 0.2]], "lowdin_spin": [0.004, 0.000, 0.000, -0.038, -0.013, 0.395, 0.239, 0.389, 0.000, -0.001, 0.000, 0.000, 0.000, 0.000, 0.002, 0.000, 0.008, 0.013, 0.000, 0.000, 0.000, 0.000, 0.000, 0.000, 0.000, 0.000, 0.000, 0.000, 0.000, 0.000, 0.000, 0.000, 0.003, 0.000, 0.000, 0.000, 0.000, 0.000, 0.000, 0.000, 0.000, 0.000, 0.000, 0.000, 0.000, 0.000, 0.000, 0.000, 0.000, 0.000, 0.000, 0.000, 0.000, 0.000, 0.000, 0.000, 0.000, 0.000, 0.000, 0.000, 0.000, 0.000]}


No. 4
{"formula": "H27NO12", "method": "wB97M-V/def2-TZVPD", "multiplicity": 1, "relative_energy_ev": 1.1966, "gap_ev": 9.75, "species": ["N", "H", "H", "H", "H", "H", "O", "H", "H", "O", "H", "H", "O", "H", "H", "O", "H", "H", "O", "H", "H", "O", "H", "H", "O", "H", "H", "O", "H", "H", "O", "H", "H", "O", "H", "H", "O", "H", "H", "O"], "positions_angstrom": [[-1.6167, -2.2567, -2.7301], [-1.4053, -1.4095, -3.1306], [-1.0926, -2.5212, -1.8799], [-2.5721, -2.2662, -2.5599], [0.5944, 4.7633, -0.9100], [1.3685, 3.7339, -1.6174], [1.1376, 4.0658, -0.6708], [0.8061, 2.8575, 2.5446], [1.3419, 2.2529, 3.8412], [1.5320, 2.9740, 3.2549], [-1.0272, -1.9926, 1.1411], [-0.7669, -2.8593, -0.0401], [-1.2742, -2.0632, 0.3233], [-2.6058, 2.0982, -2.4284], [-2.4326, 0.6162, -1.5740], [-1.9987, 1.4866, -2.0056], [0.7101, -1.3645, 1.8872], [1.0072, -1.0188, 3.3958], [0.3502, -1.3936, 2.7862], [1.4624, -4.0644, -1.4709], [2.0242, -2.8227, -0.8694], [1.7209, -3.7157, -0.7048], [2.4433, -0.1751, 0.0527], [2.2330, -0.5495, -1.4247], [2.2438, -0.9724, -0.5916], [0.0531, 1.9091, -2.3571], [-0.0299, 3.0910, -3.2578], [0.6464, 2.6161, -2.7197], [-1.3410, 1.2837, 0.7387], [-1.8434, 2.7900, 0.6890], [-1.6433, 1.9667, 1.2757], [1.7097, 1.7617, -0.0790], [2.0825, 1.9678, 1.4242], [1.9815, 1.2328, 0.7389], [1.0252, -3.8956, 1.3082], [0.0174, -2.9410, 2.0038], [0.1544, -3.8472, 1.7714], [-3.5907, -0.1004, 0.2355], [-2.5555, -0.9998, -0.2281], [-3.1380, -0.3935, -0.4986]], "forces_ev_per_angstrom": [[1.4, -2.8, 1.0], [1.1, 2.3, -0.7], [-0.5, 0.9, -1.2], [-1.9, -0.2, 0.6], [-1.8, 2.4, -0.2], [-0.6, 0.2, 2.3], [2.5, -2.3, -1.3], [1.3, 0.5, 1.7], [-0.1, -0.6, 0.7], [-1.5, 0.0, -2.5], [1.8, 0.6, 7.3], [-1.0, 1.4, 1.2], [-1.2, -1.9, -8.3], [-0.5, -0.6, 0.2], [0.3, 2.6, -1.0], [0.3, -1.8, 0.8], [0.5, 0.7, 0.3], [-0.2, -0.3, -0.5], [0.0, 0.6, 0.0], [-1.6, -2.3, -4.8], [0.2, 0.7, 0.1], [1.3, 1.6, 4.8], [-0.6, -2.0, -1.3], [0.0, 0.6, -1.6], [0.6, 1.0, 2.6], [0.5, 0.6, 0.0], [0.9, -0.3, 0.4], [-1.6, -0.7, -1.1], [0.8, -1.6, -1.9], [0.7, -2.6, 1.3], [-1.4, 4.2, 0.6], [0.4, -0.9, 1.6], [0.2, -1.4, -1.0], [-0.5, 2.8, -0.3], [-1.0, 0.1, 0.3], [0.4, 0.1, 1.0], [0.9, -1.6, -0.9], [-1.6, 1.2, 2.4], [3.9, -4.2, 1.7], [-2.5, 2.9, -4.3]], "mulliken_charge": [-0.762, 0.213, 0.240, 0.283, 0.246, 0.389, -0.618, 0.352, 0.321, -0.677, 0.319, 0.489, -0.622, 0.237, 0.388, -0.634, 0.383, 0.281, -0.676, 0.268, 0.367, -0.546, 0.405, 0.240, -0.670, 0.363, 0.293, -0.667, 0.276, 0.335, -0.608, 0.284, 0.335, -0.668, 0.343, 0.085, -0.714, 0.303, 0.368, -0.542]}